Molecular formula: C15H20N2O11P2TeV
Method: DFT, the ωB97M-V functional and the def2-TZVPD basis

Computed properties:
Spin multiplicity: 3
LUMO (spin up / spin down) (eV): -3.807 / -3.848
Energy relative to the best compared isomer or geometry (same formula, charge and spin) (kcal per mole): 3.2
⟨S²⟩: 2.01
Charge: +1
Kohn-Sham gap (spin up / spin down) (eV): 8.5 / 8.6
Calculated total energy (eV): -92939.4329

The geometry in XYZ format:
```
52
C15H20N2O11P2TeV the ωB97M-V functional and the def2-TZVPD basis
V 1.688 -1.023 1.097
C -0.832 -4.845 1.663
C -0.024 -3.599 1.357
O 0.561 -2.997 2.520
P 1.366 -3.884 0.180
O 1.965 -5.311 0.476
O 0.846 -3.929 -1.276
O 2.386 -2.818 0.508
P -1.037 -2.222 0.616
O -2.421 -2.207 1.391
O -1.219 -2.496 -0.838
O -0.281 -0.979 1.067
H -0.193 -5.625 2.079
H -1.292 -5.235 0.754
H -1.616 -4.601 2.378
H 1.036 -3.662 3.037
H 2.136 -5.866 -0.295
H 0.018 -3.338 -1.372
H -3.144 -2.568 0.864
N 3.748 -0.377 1.178
N 3.578 0.942 1.655
C 2.582 1.053 2.660
O 2.449 2.099 3.242
O 1.859 -0.036 2.778
H 4.362 -0.938 1.766
H 4.118 -0.360 0.233
H 4.422 1.468 1.838
Te 0.448 1.865 -0.138
C 0.440 3.275 -1.674
C 0.074 2.910 -2.964
C 0.061 3.883 -3.948
C 0.400 5.195 -3.636
C 0.765 5.544 -2.344
C 0.795 4.579 -1.349
C -1.606 1.504 -0.011
C -2.252 1.923 1.145
C -3.614 1.691 1.268
C -4.297 1.041 0.250
C -3.629 0.613 -0.891
C -2.270 0.842 -1.032
H -0.176 1.883 -3.197
H -0.214 3.621 -4.961
H 0.383 5.951 -4.409
H 1.035 6.565 -2.111
H 1.093 4.839 -0.340
H -1.702 2.405 1.945
H -4.134 2.009 2.161
H -5.360 0.861 0.348
H -4.167 0.095 -1.675
H -1.736 0.476 -1.899
O 1.715 -0.617 -0.755
O 0.884 0.401 -1.343
```

For reference, the Mulliken charges in units of e are: 1.05, -1.75, 0.71, -0.42, 0.47, -0.47, -0.50, -0.33, 1.11, -0.52, -0.92, -0.28, 0.45, 0.39, 0.41, 0.36, 0.37, 0.47, 0.41, -0.48, -0.12, 0.48, -0.62, -0.57, 0.29, 0.30, 0.29, 1.05, 0.66, -0.10, -0.71, -0.47, -0.64, -0.61, 0.68, -0.59, -0.63, -0.49, -0.70, -0.20, 0.35, 0.40, 0.40, 0.41, 0.38, 0.39, 0.42, 0.43, 0.41, 0.33, -0.29, -0.44

Molecular formula: C2HFLaO2
Method: DFT, the ωB97M-V functional and the def2-TZVPD basis

Computed properties:
LUMO (spin up / spin down) (eV): -5.888 / -5.824
Energy relative to the best compared isomer or geometry (same formula, charge and spin) (kcal per mole): 93.6
Charge: +1
Kohn-Sham gap (spin up / spin down) (eV): 7.0 / 5.7
Calculated total energy (eV): -9750.3555

The geometry in XYZ format:
```
7
C2HFLaO2 the ωB97M-V functional and the def2-TZVPD basis
C -0.192 -0.249 -0.181
C 0.582 -0.997 -1.006
O 0.911 -2.175 -1.129
O -0.037 1.225 -0.319
H 0.873 1.402 -0.742
La -1.041 0.772 1.967
F 1.558 0.048 -1.779
```

For reference, the Mulliken charges in units of e are: -0.44, 0.85, -0.41, -0.49, 0.39, 1.52, -0.43